Model A:
The following is a DFT calculation (ωB97M-V/def2-TZVPD) of an isolated ion of composition C9H17FN and charge +1.

The geometry in XYZ format:
```
28
Properties=species:S:1:pos:R:3:mulliken_charge:R:1
C -0.87 -1.15 2.27 -0.8811
C -1.65 -0.19 1.79 -0.2106
N -1.16 1.00 1.06 0.2832
C 0.10 1.59 1.60 -0.9639
C 1.38 0.88 1.16 0.2252
F 1.97 0.28 2.28 -0.3692
C 1.25 -0.17 0.07 -1.0802
C 0.19 0.20 -0.99 0.7860
C -0.13 -1.01 -1.89 -0.7834
C 0.90 -1.19 -3.03 -1.2906
C -1.14 0.74 -0.43 -1.5534
H 0.10 -1.00 2.74 0.4039
H -1.23 -2.17 2.24 0.2937
H -2.72 -0.21 1.97 0.4581
H -1.88 1.70 1.21 0.4108
H 0.15 2.63 1.28 0.4023
H 0.03 1.59 2.68 0.4309
H 2.09 1.65 0.86 0.4343
H 1.07 -1.16 0.46 0.3201
H 2.21 -0.17 -0.45 0.4795
H 0.62 0.94 -1.66 0.4598
H -0.26 -1.92 -1.31 0.4357
H -1.09 -0.80 -2.37 0.4053
H 1.81 -0.62 -2.82 0.3675
H 0.47 -0.86 -3.98 0.3571
H 1.13 -2.24 -3.16 0.3255
H -1.45 1.65 -0.95 0.2407
H -1.92 0.01 -0.61 0.6127
```

The LUMO energy is -3.5 eV. The calculation puts the molar mass at 158.24 g/mol. As for the SMILES: C=C[N@H+]1C[C@@H](F)C[C@@H](CC)C1. Its charge is +1. Its highest occupied orbital energy is -14.199 eV.

Model B:
The following is a DFT calculation (ωB97M-V/def2-TZVPD) of an isolated ion of composition C9H17FN and charge +1.

The geometry in XYZ format:
```
28
Properties=species:S:1:pos:R:3:mulliken_charge:R:1
C -0.87 1.72 -1.24 -0.3413
C -1.29 0.51 -1.68 -0.4599
C 0.49 2.07 -0.73 -0.8491
C 0.51 2.04 0.81 -0.7596
C -0.10 0.76 1.39 -0.7224
C -0.29 -1.48 0.43 -0.9920
C -0.53 -0.68 -1.89 0.9224
C -1.07 -1.85 -2.61 -1.3094
C 1.51 -1.01 2.02 -0.9886
N 0.62 -0.48 0.95 0.2294
F 0.81 -0.57 -1.98 -0.3062
H -1.60 2.51 -1.18 0.4192
H -2.33 0.40 -1.93 0.3912
H 1.26 1.41 -1.13 0.4764
H 0.74 3.08 -1.04 0.4260
H 1.53 2.18 1.17 0.3220
H -0.09 2.87 1.20 0.4226
H -0.07 0.80 2.48 0.3884
H -1.13 0.68 1.07 0.4000
H -1.25 -1.53 0.90 0.3218
H 0.19 -2.43 0.21 0.4055
H -0.98 -1.68 -3.69 0.4145
H -2.12 -2.01 -2.37 0.3787
H -0.49 -2.75 -2.38 0.3562
H 2.08 -1.85 1.63 0.3665
H 2.19 -0.23 2.35 0.3640
H 0.90 -1.35 2.86 0.4203
H 1.23 -0.20 0.17 0.3032
```

The LUMO energy (spin up / spin down) is -4.2 / -4.1 eV. The calculation puts the molar mass at 158.24 g/mol. Its charge is +1. Its highest occupied orbital energy (spin up / spin down) is -11.669 / -12.090 eV.

Of them, the most stable is model A and the least stable is model B.

Model A:
The following is a DFT calculation (ωB97M-V/def2-TZVPD) of a 2-piece molecular cluster, CH3BrP2 overall.

The geometry in XYZ format:
```
7
Properties=species:S:1:pos:R:3:mulliken_charge:R:1
C -0.21 -0.15 -0.61 -0.2577
P 1.22 0.29 0.12 0.2763
P -1.80 0.51 0.02 -0.0156
Br 4.63 -0.22 0.13 -0.4877
H -0.32 -0.78 -1.48 0.3490
H -2.21 -0.69 0.61 0.0974
H -1.31 1.03 1.22 0.0384
```

The LUMO energy (spin up / spin down) is -3.3 / -3.3 eV. The calculation puts the molar mass at 156.89 g/mol. Its highest occupied orbital energy (spin up / spin down) is -8.724 / -8.726 eV.

Model B:
The following is a DFT calculation (ωB97M-V/def2-TZVPD) of one molecule with the formula CH3BrP2.

The geometry in XYZ format:
```
7
Properties=species:S:1:pos:R:3:mulliken_charge:R:1
C -2.26 0.04 0.35 -0.1354
P -1.28 -0.61 -0.79 0.0530
P 0.68 -0.50 0.40 -0.1643
Br -4.34 0.10 -0.12 -0.2088
H -1.99 0.56 1.38 0.3070
H 0.90 0.99 0.52 0.0950
H -0.07 -0.49 1.62 0.0536
```

The LUMO energy is -0.6 eV. The calculation puts the molar mass at 156.89 g/mol. As for the SMILES: [PH2]#P=CBr. Its highest occupied orbital energy is -9.614 eV.

Of them, the most stable is model B and the least stable is model A.